Here is 4 unconnected molecules or ions with the total composition C12H17ClF9IO9PS at a distorted geometry from OMol25. Energies are from ωB97M-V/def2-TZVPD.

Calculated values
Strongest force on any atom, eV/Å: 5.76
Energy relative to the best compared isomer or geometry (same formula, charge and spin), kcal/mol: 33.4
Total energy, hartree: -3540.6574
Highest occupied orbital energy, Ha: -0.47157
Molecular weight, g mol⁻¹: 701.64
LUMO energy, Ha: -0.252
Net charge: +1

Element x y z (Å)
1 I 0.350 2.430 5.721
2 Cl 1.350 4.651 3.109
3 S 1.816 4.227 5.083
4 P 3.890 3.565 5.089
5 F 1.245 2.570 0.632
6 F -4.011 -3.764 -2.666
7 F 0.712 -2.334 1.598
8 F -5.717 -2.466 -2.773
9 F 2.546 -3.336 1.097
10 F -0.464 3.761 1.150
11 F 1.358 4.724 0.500
12 F -4.977 -3.099 -0.861
13 F 1.544 -2.141 -0.373
14 O 4.277 2.750 3.690
15 O 0.564 -5.173 1.130
16 O -1.070 3.405 -1.484
17 O -2.686 -1.701 -1.170
18 O 4.776 4.989 5.127
19 O 4.185 2.796 6.341
20 O -3.798 -0.526 -2.724
21 O -0.039 -4.340 -0.862
22 O 1.090 3.713 -1.999
23 C -1.726 -0.643 -1.063
24 C 0.115 4.905 -3.896
25 C -4.603 -2.712 -2.088
26 C 0.548 3.660 0.284
27 C 0.065 3.583 -1.160
28 C -2.284 0.526 -0.276
29 C 0.542 -4.239 0.178
30 C 0.565 -7.260 -0.135
31 C 1.338 -3.014 0.621
32 C -0.177 -6.374 0.845
33 C -3.674 -1.503 -2.048
34 C 0.767 3.629 -3.402
35 H -2.634 0.194 0.704
36 H -0.841 5.082 -3.400
37 H 0.750 5.766 -3.679
38 H 1.568 -7.483 0.235
39 H -0.866 -1.057 -0.536
40 H -1.526 1.296 -0.142
41 H -0.291 -6.898 1.795
42 H 4.590 5.403 4.258
43 H 0.028 -8.196 -0.291
44 H 4.029 1.812 3.776
45 H -3.140 0.975 -0.782
46 H -1.179 -6.127 0.491
47 H 0.145 2.753 -3.596
48 H 1.710 3.475 -3.926
49 H -1.380 -0.338 -2.053
50 H -0.063 4.854 -4.970
51 H 0.686 -6.770 -1.102

Let us look at the Mulliken charges, expressed in e, one per atom:
1. I 0.4217
2. Cl 0.1926
3. S 0.0175
4. P 1.0021
5. F -0.2462
6. F -0.2449
7. F -0.2703
8. F -0.2397
9. F -0.2573
10. F -0.2427
11. F -0.3011
12. F -0.2494
13. F -0.2371
14. O -0.4294
15. O -0.3224
16. O -0.4818
17. O -0.2852
18. O -0.4254
19. O -0.5015
20. O -0.5152
21. O -0.4940
22. O -0.3342
23. C 0.0247
24. C -1.1413
25. C 0.9093
26. C 1.0286
27. C 0.2569
28. C -0.7944
29. C 0.3732
30. C -1.1177
31. C 0.9036
32. C -0.1853
33. C 0.3222
34. C -0.1200
35. H 0.3493
36. H 0.3219
37. H 0.3076
38. H 0.3053
39. H 0.0615
40. H -0.1052
41. H 0.3153
42. H 0.3593
43. H 0.3736
44. H 0.3679
45. H 0.3696
46. H 0.3069
47. H 0.2584
48. H 0.3334
49. H 0.3434
50. H 0.3901
51. H 0.3257